{
  "formula": "H3OP",
  "method": "ωB97M-V/def2-TZVPD",
  "e_tot_ha": -418.3189,
  "e_homo_ev": -9.89,
  "homo_lumo_gap_ha": 0.321,
  "lumo_energy_ev": -1.147,
  "e_above_lowest_kj_mol": 119.7,
  "charge": 0,
  "max_force_ev_per_a": 0.9,
  "species": ["O", "P", "H", "H", "H"],
  "coordinates": [[-1.46671, -0.33418, -0.18170], [-1.08520, 1.09720, -0.30033], [2.43844, -1.31996, -0.23573], [-1.62382, 1.72754, 0.90039], [1.73728, -1.17060, -0.18262]]
}